#i
# C6H14O

A cluster of 3 separate species, C6H14O in total (ωB97M-V with the def2-TZVPD basis set, the OMol25 dataset).

Last column: Mulliken charge in e.
Element x y z (Å)
1 C 1.526 -0.646 0.616  -0.086
2 C -0.402 0.443 0.358  0.427
3 C -0.921 -0.756 -0.093  -0.904
4 C 2.158 -1.019 -0.690  -1.141
5 C -2.923 0.098 0.085  -1.068
6 C -0.049 1.568 -0.559  -1.370
7 O 2.284 0.365 1.230  -0.545
8 H 1.945 0.519 2.118  0.355
9 H 1.345 -1.490 1.289  0.376
10 H -0.594 0.725 1.390  0.363
11 H -1.022 -1.608 0.565  0.340
12 H -0.874 -0.964 -1.155  0.288
13 H 2.163 -0.167 -1.374  0.243
14 H 3.201 -1.331 -0.556  0.374
15 H 1.620 -1.844 -1.158  0.322
16 H -0.786 2.368 -0.486  0.385
17 H 0.924 1.970 -0.265  0.371
18 H -3.492 -0.827 0.090  0.364
19 H -3.056 0.694 -0.813  0.298
20 H -3.072 0.660 1.003  0.322
21 H 0.026 1.241 -1.595  0.285

Calculated values
Frontier orbital gap = 7.3 eV
E_LUMO = 0.0330 hartree
Net charge = 0

***

#ii
# C6H14O

The molecule C6H14O (ωB97M-V with the def2-TZVPD basis set, the OMol25 dataset).

Last column: Mulliken charge in e.
Element x y z (Å)
1 C -2.305 -0.096 -1.203  -1.544
2 C -1.080 -0.461 -0.356  0.794
3 C -1.353 -0.412 1.147  -1.353
4 C 0.154 0.411 -0.582  -1.060
5 C 1.452 -0.239 -0.018  0.528
6 C 2.552 0.791 0.134  -1.541
7 O 1.403 -1.021 1.197  -0.617
8 H -3.149 -0.740 -0.924  0.384
9 H -2.125 -0.247 -2.275  0.379
10 H -2.626 0.944 -1.060  0.320
11 H -0.798 -1.487 -0.634  0.196
12 H -2.209 -1.019 1.446  0.406
13 H -1.522 0.630 1.454  0.302
14 H -0.462 -0.785 1.662  0.335
15 H -0.028 1.417 -0.166  0.338
16 H 0.346 0.573 -1.656  0.341
17 H 1.716 -1.008 -0.749  0.279
18 H 2.306 1.452 0.977  0.419
19 H 2.654 1.417 -0.756  0.383
20 H 3.499 0.288 0.344  0.366
21 H 1.642 -0.483 1.967  0.346

Calculated values
Frontier orbital gap = 10.9 eV
E_LUMO = 0.0373 hartree
SMILES = CC(C)C[C@@H](C)O
Net charge = 0

***

Structures ranked by computed energy, the most stable listed first: #ii, #i.

***

#i
# C6H14O

A cluster of 2 separate species, C6H14O in total (ωB97M-V with the def2-TZVPD basis set, the OMol25 dataset).

Last column: Mulliken charge in e.
Element x y z (Å)
1 C 1.033 1.910 -1.504  -0.850
2 C 0.348 1.870 -0.365  -0.029
3 C 0.774 1.110 0.860  -0.457
4 C -0.211 0.007 1.226  -0.337
5 O 0.236 -0.603 2.412  -0.317
6 C -0.612 -1.638 2.834  -0.703
7 H 1.978 1.380 -1.618  0.255
8 H 0.677 2.464 -2.369  0.288
9 H -0.599 2.409 -0.295  0.283
10 H 0.854 1.787 1.720  0.256
11 H 1.763 0.664 0.705  0.254
12 H -1.224 0.425 1.369  0.307
13 H -0.279 -0.733 0.409  0.197
14 H -1.631 -1.270 3.034  0.284
15 H -0.194 -2.046 3.757  0.251
16 H -0.677 -2.442 2.084  0.291
17 C -0.449 -1.058 -2.850  -0.812
18 H 0.022 -0.733 -3.781  0.276
19 H -1.469 -1.391 -3.057  0.291
20 H 0.129 -1.885 -2.428  0.237
21 H -0.469 -0.226 -2.144  0.036

Calculated values
Frontier orbital gap = 10.8 eV
E_LUMO = 0.0384 hartree
SMILES = C=CCCOC.C
Net charge = 0

***

#ii
# C6H14O

A cluster of 2 separate species, C6H14O in total (ωB97M-V with the def2-TZVPD basis set, the OMol25 dataset).

Last column: Mulliken charge in e.
Element x y z (Å)
1 C 0.966 -1.658 -1.060  -1.092
2 C 0.445 -0.409 -0.836  0.738
3 C -0.775 -0.006 -1.691  -1.232
4 C 0.931 0.721 0.047  -0.803
5 C -0.046 1.086 1.064  -0.252
6 C -1.025 2.249 0.585  -1.058
7 H 0.409 -2.509 -1.333  0.430
8 H 2.021 -1.477 -0.806  0.235
9 H -0.563 0.756 -2.517  0.266
10 H -1.581 0.063 -0.966  0.261
11 H -1.177 -0.864 -2.293  0.360
12 H 1.881 0.482 0.525  0.462
13 H 1.109 1.482 -0.725  0.268
14 H -0.781 0.301 1.710  0.181
15 H 0.633 1.361 1.876  0.364
16 H -2.107 1.893 0.409  0.263
17 H -1.143 2.977 1.397  0.351
18 H -0.699 2.798 -0.351  0.262
19 O 0.363 -3.162 1.957  -0.674
20 H -0.022 -2.500 1.377  0.351
21 H 1.160 -3.584 1.630  0.320

Calculated values
Frontier orbital gap = 9.8 eV
E_LUMO = 0.0328 hartree
SMILES = C=C(C)CCC.O
Net charge = 0

***

#iii
# C6H14O

A cluster of 2 separate species, C6H14O in total (ωB97M-V with the def2-TZVPD basis set, the OMol25 dataset).

Last column: Mulliken charge in e.
Element x y z (Å)
1 C 3.665 1.596 -0.562  -1.087
2 C 2.808 0.374 -0.404  -0.051
3 C 1.512 0.306 -0.726  -0.026
4 C 0.654 -0.916 -0.569  -1.118
5 H 3.072 2.427 -0.980  0.283
6 H 4.509 1.389 -1.241  0.327
7 H 4.070 1.910 0.415  0.258
8 H 3.290 -0.523 0.006  0.260
9 H 1.029 1.203 -1.136  0.258
10 H -0.189 -0.708 0.111  0.279
11 H 0.250 -1.230 -1.546  0.351
12 H 1.247 -1.747 -0.150  0.271
13 C 1.679 -0.305 4.208  -0.862
14 C 2.380 1.035 4.064  -0.225
15 O 1.644 1.956 3.258  -0.504
16 H 0.671 -0.162 4.633  0.252
17 H 2.253 -0.967 4.877  0.307
18 H 1.580 -0.797 3.226  0.238
19 H 2.475 1.529 5.050  0.289
20 H 3.400 0.895 3.658  0.222
21 H 1.548 1.560 2.367  0.279

Calculated values
Frontier orbital gap = 10.4 eV
E_LUMO = 0.0365 hartree
SMILES = C/C=C/C.CCO
Net charge = 0

***

Structures ranked by computed energy, the most stable listed first: #iii, #i, #ii.

***

#i
# C6H14O

A cluster of 2 separate species, C6H14O in total (ωB97M-V with the def2-TZVPD basis set, the OMol25 dataset).

Last column: Mulliken charge in e.
Element x y z (Å)
1 C 0.896 -3.146 1.449  -0.970
2 C 0.339 -2.007 1.045  0.906
3 C 0.733 -1.231 -0.161  -1.111
4 O -0.754 -1.575 1.765  -0.534
5 H 1.756 -3.546 0.945  0.269
6 H 0.484 -3.663 2.303  0.272
7 H 1.519 -1.754 -0.698  0.294
8 H -0.107 -1.061 -0.832  0.342
9 H 1.109 -0.255 0.154  0.226
10 H -1.028 -0.708 1.445  0.292
11 C 0.790 1.965 -1.665  -1.228
12 C -0.346 2.181 -0.666  0.326
13 C -1.542 2.933 -1.258  -1.262
14 H 0.591 1.251 -2.463  0.312
15 H 1.714 1.660 -1.175  0.328
16 H 0.990 2.932 -2.132  0.400
17 H 0.060 2.827 0.119  0.225
18 H -0.669 1.270 -0.167  -0.083
19 H -2.229 3.249 -0.474  0.338
20 H -1.203 3.829 -1.778  0.319
21 H -2.097 2.312 -1.962  0.339

Calculated values
Frontier orbital gap = 9.5 eV
E_LUMO = 0.0287 hartree
SMILES = C=C(C)O.CCC
Net charge = 0

***

#ii
# C6H14O

A cluster of 2 separate species, C6H14O in total (ωB97M-V with the def2-TZVPD basis set, the OMol25 dataset).

Last column: Mulliken charge in e.
Element x y z (Å)
1 C -3.367 0.041 0.269  -1.057
2 C -2.079 0.615 -0.238  -0.589
3 C -0.843 0.441 0.633  -0.458
4 C 0.380 0.343 -0.276  -0.642
5 C 1.651 -0.120 0.418  -0.573
6 C 2.757 -0.389 -0.585  -0.531
7 O 3.903 -0.821 0.121  -0.501
8 H -2.965 -1.641 0.276  0.153
9 H -4.232 0.734 0.094  0.217
10 H -3.537 -0.418 1.181  0.356
11 H -1.926 -0.030 -1.101  0.368
12 H -2.145 1.646 -0.628  0.458
13 H -0.725 1.251 1.365  0.277
14 H -0.966 -0.494 1.197  0.299
15 H 0.547 1.308 -0.778  0.294
16 H 0.136 -0.372 -1.076  0.370
17 H 1.996 0.625 1.145  0.303
18 H 1.452 -1.044 0.973  0.315
19 H 2.416 -1.155 -1.302  0.317
20 H 2.964 0.527 -1.165  0.316
21 H 4.583 -1.047 -0.523  0.306

Calculated values
Frontier orbital gap = 9.4 eV
E_LUMO = 0.0108 hartree
Net charge = 0

***

Structures ranked by computed energy, the most stable listed first: #i, #ii.

***

#i
# C6H14O

The molecule C6H14O (ωB97M-V with the def2-TZVPD basis set, the OMol25 dataset).

Last column: Mulliken charge in e.
Element x y z (Å)
1 C 2.180 -1.471 0.022  -0.783
2 O 1.434 -0.678 -0.951  -0.355
3 C 0.774 0.579 -0.730  -0.915
4 C -0.599 0.417 -0.022  2.120
5 C -1.096 1.796 0.416  -1.852
6 C -1.590 -0.233 -0.997  -1.722
7 C -0.360 -0.505 1.175  -1.108
8 H 1.768 -1.886 0.974  0.300
9 H 3.076 -0.932 0.327  0.294
10 H 2.379 -2.382 -0.538  0.278
11 H 0.583 1.044 -1.719  0.348
12 H 1.417 1.291 -0.188  0.355
13 H -0.408 2.235 1.149  0.440
14 H -2.084 1.739 0.889  0.400
15 H -1.172 2.484 -0.435  0.379
16 H -1.153 -1.142 -1.424  0.379
17 H -1.831 0.451 -1.819  0.390
18 H -2.531 -0.508 -0.503  0.400
19 H 0.509 -1.076 0.926  -0.081
20 H -1.134 -1.254 1.339  0.356
21 H -0.163 0.031 2.108  0.378

Calculated values
Frontier orbital gap = 10.6 eV
E_LUMO = 0.0333 hartree
SMILES = COCC(C)(C)C
Net charge = 0

***

#ii
# C6H14O

A cluster of 2 separate species, C6H14O in total (ωB97M-V with the def2-TZVPD basis set, the OMol25 dataset).

Last column: Mulliken charge in e.
Element x y z (Å)
1 C 1.544 -0.971 -0.686  -0.909
2 C 0.377 -0.345 -0.582  0.794
3 C -0.862 -1.094 -0.945  -1.531
4 C 0.267 1.151 -0.449  -0.908
5 C 0.452 1.713 0.965  -0.246
6 C -0.581 2.704 1.341  -1.347
7 H 1.660 -2.044 -0.727  0.277
8 H 2.455 -0.406 -0.570  0.296
9 H -1.781 -0.472 -1.062  0.343
10 H -1.036 -1.326 -2.000  0.368
11 H -1.222 -1.831 -0.254  0.399
12 H -0.599 1.607 -0.910  0.451
13 H 0.946 1.673 -1.174  0.403
14 H 1.513 1.960 1.111  0.366
15 H 0.282 0.829 1.610  0.239
16 H -0.704 3.502 0.609  0.330
17 H -0.490 3.080 2.371  0.361
18 H -1.581 2.268 1.412  0.350
19 O -0.289 -3.648 0.190  -0.637
20 H -0.297 -3.820 -0.759  0.311
21 H -0.056 -4.530 0.510  0.289

Calculated values
Frontier orbital gap = 9.8 eV
E_LUMO = 0.0282 hartree
SMILES = C=C(C)CCC.O
Net charge = 0

***

Structures ranked by computed energy, the most stable listed first: #i, #ii.

***

#i
# C6H15N

The molecule C6H15N (ωB97M-V with the def2-TZVPD basis set, the OMol25 dataset).

Last column: Mulliken charge in e.
Element x y z (Å)
1 C 1.474 -2.340 -0.537  -0.868
2 N 0.898 -1.057 -0.881  -0.307
3 C 0.045 -0.450 0.158  -0.020
4 C 0.841 0.098 1.334  -1.491
5 C -0.921 0.575 -0.500  0.513
6 C -2.149 0.774 0.427  -1.573
7 C -0.264 1.930 -0.775  -1.654
8 H 2.440 -2.297 -0.015  0.268
9 H 1.606 -2.924 -1.442  0.305
10 H 0.789 -2.880 0.112  0.338
11 H 1.512 -0.374 -1.303  0.228
12 H -0.570 -1.276 0.506  0.435
13 H 1.555 0.846 0.992  0.359
14 H 0.154 0.539 2.056  0.361
15 H 1.428 -0.645 1.872  0.398
16 H -1.185 0.117 -1.444  0.373
17 H -3.063 0.939 -0.144  0.366
18 H -2.308 -0.089 1.052  0.433
19 H -1.987 1.670 1.009  0.368
20 H 0.467 1.858 -1.579  0.373
21 H 0.245 2.294 0.116  0.364
22 H -1.008 2.690 -1.015  0.430

Calculated values
Frontier orbital gap = 9.5 eV
E_LUMO = 0.0420 hartree
SMILES = CN[C@@H](C)C(C)C
Net charge = 0

***

#ii
# C6H15N

The molecule C6H15N (ωB97M-V with the def2-TZVPD basis set, the OMol25 dataset).

Last column: Mulliken charge in e.
Element x y z (Å)
1 C 0.556 -2.500 1.883  -1.168
2 C -0.466 -1.562 1.264  -0.451
3 N 0.431 -0.713 0.414  -0.380
4 C -0.171 0.373 -0.354  0.059
5 C -1.036 1.453 0.515  -1.217
6 C 0.750 1.281 -1.218  -0.743
7 C 0.043 1.563 -2.656  -0.868
8 H 0.595 -2.398 2.883  0.343
9 H 1.533 -2.501 1.424  0.380
10 H 0.136 -3.625 1.799  0.245
11 H -0.973 -1.043 2.040  0.272
12 H -1.243 -1.910 0.704  0.433
13 H 1.212 -0.491 1.033  0.289
14 H -0.805 -0.092 -1.009  0.268
15 H -2.118 1.548 0.209  0.277
16 H -1.199 1.240 1.569  0.385
17 H -0.723 2.513 0.561  0.334
18 H 1.049 2.332 -0.729  0.329
19 H 1.773 0.949 -1.312  0.388
20 H -0.734 0.729 -2.637  0.302
21 H -0.331 2.570 -2.533  0.230
22 H 0.751 1.515 -3.502  0.294

Calculated values
Frontier orbital gap = 9.8 eV
E_LUMO = 0.0434 hartree
SMILES = CCN[C@@H](C)CC
Net charge = 0

***

Structures ranked by computed energy, the most stable listed first: #i, #ii.

***

#i
# C4H7O2P

The molecule C4H7O2P (ωB97M-V with the def2-TZVPD basis set, the OMol25 dataset).

Last column: Mulliken charge in e.
Element x y z (Å)
1 C -0.710 0.856 1.231  -0.699
2 C -0.345 1.150 -0.019  -0.113
3 C 0.903 0.616 -0.658  -0.379
4 C 0.962 -0.875 -0.345  -0.748
5 P -0.817 -1.274 -0.173  0.928
6 O -1.206 -2.054 0.996  -0.611
7 O -1.614 -1.097 -1.382  -0.602
8 H -0.074 0.315 1.914  0.252
9 H -1.629 1.238 1.647  0.290
10 H -0.976 1.780 -0.632  0.313
11 H 0.845 0.776 -1.734  0.302
12 H 1.788 1.141 -0.292  0.310
13 H 1.407 -1.464 -1.144  0.437
14 H 1.464 -1.107 0.592  0.318

Calculated values
Frontier orbital gap = 11.3 eV
E_LUMO = 0.0206 hartree
SMILES = C=CCCP(=O)=O
Net charge = 0

***

#ii
# C4H7O2P

A cluster of 2 separate species, C4H7O2P in total (ωB97M-V with the def2-TZVPD basis set, the OMol25 dataset).

Last column: Mulliken charge in e.
Element x y z (Å)
1 C 0.413 3.083 1.310  0.186
2 C 0.281 1.905 1.481  -0.448
3 C 0.918 -0.925 -1.962  -0.599
4 C 0.159 0.474 1.615  -0.341
5 O -2.386 -0.698 0.694  -0.682
6 O 0.950 -0.182 0.596  -0.270
7 P 0.383 -1.273 -0.405  0.360
8 H 0.493 4.122 1.196  0.419
9 H 0.914 0.106 -2.278  0.272
10 H 0.813 -1.670 -2.731  0.307
11 H -0.897 0.170 1.493  0.224
12 H 0.538 0.149 2.589  0.240
13 H -2.859 -0.870 -0.118  0.257
14 H 0.828 -2.505 0.084  0.078

Calculated values
Frontier orbital gap (alpha / beta) = 6.3 / 8.9 eV
E_LUMO (alpha / beta) = -0.0571 / -0.0332 hartree
Net charge = 0

***

Structures ranked by computed energy, the most stable listed first: #i, #ii.